# 1
Below is a structure of composition C29H25BrF5IO2Y, with properties calculated with ωB97M-V/def2-TZVPD.

Structure (XYZ):
```
64
Properties=species:S:1:pos:R:3:forces:R:3:nbo_charge:R:1
I 3.37134 0.62068 -0.33317 -0.059 0.096 -0.043 0.2710
Y 0.08470 0.75212 0.08839 -1.023 -0.962 0.760 1.8082
Br 5.08689 -1.92184 6.92468 -0.005 -0.004 0.000 0.0289
F 0.50679 4.74721 -2.03380 0.038 0.079 0.010 -0.3256
F 0.10613 4.01656 0.85969 0.035 -0.042 -0.092 -0.3611
F -0.28824 2.76551 -2.37023 -0.003 -0.055 -0.118 -0.3155
F -1.42008 4.22430 -1.22783 -0.017 -0.007 0.012 -0.3214
F 1.81972 3.38495 -0.36622 -0.045 0.023 0.026 -0.3651
O 0.95827 0.93230 2.26110 0.246 -0.195 -0.034 -0.7855
O 1.07396 -1.11154 1.42600 -0.117 0.185 -0.100 -0.7180
C -3.26696 -0.25496 -0.80283 -0.026 0.054 -0.034 -0.1106
C 3.08219 -0.22233 -2.22581 -0.019 -0.043 0.071 -0.1188
C 3.92971 -1.41867 5.50326 -0.047 0.036 -0.052 -0.0694
C 1.37011 -0.27315 2.30652 -0.302 0.158 0.034 0.7606
C -2.51346 2.56297 1.51085 0.002 0.039 -0.051 -0.6207
C -3.13547 1.13315 -0.57814 0.248 0.111 -0.238 -0.0572
C 4.14703 -0.97174 -4.24194 0.058 0.069 0.116 -0.2268
C -2.48477 1.32221 0.65648 -0.119 0.191 0.375 -0.2119
C -0.49559 -1.25960 -2.29756 0.055 -0.008 -0.272 -0.2377
C -0.49326 -2.04950 -3.47792 -0.083 0.079 0.155 -0.2122
C 2.97756 -1.55107 -4.63108 -0.079 -0.027 0.024 -0.1819
C -2.19164 0.03012 1.19148 -0.243 0.027 0.501 -0.2920
C 3.16134 -1.71742 3.26223 0.084 -0.164 0.061 -0.1653
C -1.97458 -0.24159 2.66098 0.052 -0.085 -0.039 -0.6160
C -2.60602 -2.41542 0.48418 0.000 -0.030 0.010 -0.6354
C 2.25764 -0.68078 3.43911 -0.005 0.050 0.017 -0.0903
C -3.64866 2.18952 -1.51441 -0.085 -0.043 0.034 -0.6320
C 4.20667 -0.31121 -2.99515 -0.037 -0.128 -0.243 -0.2730
C 0.62356 -2.12353 -4.24529 0.141 0.036 -0.045 -0.2043
C 2.19582 -0.01332 4.65415 0.067 0.081 0.111 -0.1648
C 1.81019 -1.46371 -3.82991 -0.055 -0.021 -0.048 -0.0844
C 1.80447 -0.73642 -2.60227 0.035 0.028 -0.101 -0.0138
C 3.02614 -0.38564 5.70252 -0.010 -0.021 -0.053 -0.2556
C -3.89139 -0.85362 -2.03055 0.048 0.002 -0.013 -0.6368
C 0.59550 -0.55662 -1.82880 0.782 -0.452 -0.637 -0.5589
C -2.69539 -0.93195 0.28358 0.283 -0.094 -0.099 -0.0478
C 4.01449 -2.08951 4.29360 -0.067 0.046 -0.023 -0.2551
C 0.44670 3.15170 -0.17805 0.174 1.003 -0.240 0.0854
C -0.18345 3.75658 -1.44801 0.037 -0.037 0.179 0.9015
H -1.61266 -2.70723 0.83337 0.001 -0.003 0.003 0.2221
H -3.03082 2.29019 -2.41174 -0.010 -0.008 0.003 0.2106
H 0.63749 -2.68634 -5.17320 0.005 0.008 0.023 0.1953
H 2.97909 0.12208 6.65670 0.004 -0.016 -0.028 0.2236
H -3.41532 2.57198 2.13621 0.006 -0.008 -0.002 0.1946
H -1.65909 2.62426 2.18760 0.029 -0.007 -0.010 0.2214
H 2.91887 -2.09928 -5.56547 -0.009 0.012 0.010 0.1994
H -1.43096 -1.19944 -1.76272 -0.006 -0.011 0.022 0.2287
H 5.03533 -1.03514 -4.85991 -0.037 0.004 0.025 0.2057
H -3.45598 -0.44658 -2.94953 0.005 -0.003 0.022 0.2088
H 4.73085 -2.88897 4.16154 -0.011 0.017 0.002 0.2239
H -1.39832 -2.57027 -3.77445 0.015 0.024 0.015 0.2008
H 1.49579 0.80511 4.76815 0.027 -0.022 -0.012 0.2371
H 3.18902 -2.22807 2.30778 -0.001 0.015 0.020 0.2413
H -2.92409 -0.19259 3.20915 -0.012 -0.019 -0.013 0.1940
H -4.66263 1.94536 -1.84953 0.037 0.003 0.019 0.1991
H 5.14143 0.10812 -2.64817 -0.008 -0.018 -0.006 0.2165
H -2.79910 -2.96299 -0.44016 0.009 0.002 -0.006 0.2028
H -3.68397 3.16865 -1.03734 0.000 -0.027 0.000 0.2149
H -4.96785 -0.65705 -2.07522 0.014 0.008 0.013 0.2049
H -1.29847 0.47264 3.13005 0.002 0.032 -0.005 0.2224
H -3.32898 -2.77048 1.22707 -0.003 0.007 -0.005 0.2014
H -3.76246 -1.93755 -2.06388 -0.002 0.013 0.012 0.2043
H -2.50796 3.47716 0.92075 -0.009 0.015 -0.020 0.2225
H -1.55718 -1.23830 2.82310 0.016 0.007 -0.004 0.2136
```
Positions in Å, forces in eV/Å.

Results
frontier orbital gap	6.7	eV
E_HOMO	-4.5	eV
LUMO energy	0.0823	hartree
total charge	-1
largest force on an atom	1.60	eV/Å

=====

# 2
Below is a structure of composition C29H25F3NO10S5SbZr, with properties calculated with ωB97M-V/def2-TZVPD.

Structure (XYZ):
```
75
Properties=species:S:1:pos:R:3:forces:R:3:lowdin_charge:R:1
Sb 2.41539 -3.02159 -0.61953 0.134 0.024 0.088 1.6297
Zr -1.12277 -0.24278 0.23930 -1.126 -0.128 -0.317 1.3509
S 0.77803 0.36743 -1.77565 0.027 -0.012 0.384 0.2850
S -3.70793 0.31066 -1.29909 0.340 0.156 0.497 -0.1136
S -4.46475 0.55305 0.76166 -0.122 -0.160 -0.176 -0.1570
S -3.27845 -0.76329 1.76332 0.063 0.073 0.164 -0.0957
S -2.79671 -1.49117 -1.31387 -0.039 -0.100 -0.066 -0.0318
F 5.00091 -8.58519 0.81892 -0.007 0.021 0.014 0.0219
F 5.06261 -0.17517 4.36752 -0.020 -0.006 -0.008 0.0252
F 6.66372 -1.41478 -4.97592 -0.027 -0.003 0.008 0.0200
O -0.65548 0.83902 -1.59292 0.219 -0.064 -0.059 -0.5250
O -0.66450 -2.32378 0.73140 0.155 -0.061 0.008 -0.2503
O 1.69286 1.47072 -1.95237 0.082 -0.001 -0.021 -0.3084
O -1.23604 1.61547 1.27467 0.231 0.164 -0.064 -0.2052
O -0.50774 2.98211 2.92037 -0.156 -0.002 0.043 0.0644
O 0.97559 -0.25398 -0.36103 -0.114 -0.048 -0.154 -0.5417
O 0.46710 -3.84514 1.93876 0.017 -0.080 0.022 0.0229
O 2.08646 -0.63286 5.69879 0.004 0.040 0.008 0.0626
O 0.88338 -0.67569 -2.76428 0.069 -0.007 -0.090 -0.3285
O 0.57407 3.76812 -0.03124 0.029 0.021 0.002 -0.1601
N -0.15485 -0.43280 2.30248 0.134 0.118 -0.098 0.0211
C 1.97602 3.86340 -0.04936 0.007 0.011 -0.031 -0.2978
C 4.07733 -0.01995 2.22924 -0.012 -0.006 -0.002 -0.0066
C 3.94803 -2.47313 -2.04473 -0.029 0.066 0.054 -0.3609
C 4.46843 -7.37326 0.49940 0.014 0.001 -0.023 -0.2938
C 4.50330 -0.79033 3.28776 0.013 -0.013 0.023 -0.2956
C 0.33495 -1.59628 2.70784 0.009 0.004 0.060 -0.1518
C 0.81188 0.68335 4.13703 -0.084 -0.073 0.037 0.0771
C 4.21285 -1.13344 -2.32526 -0.044 0.052 -0.062 -0.1006
C 5.32686 -6.33360 0.19680 -0.020 -0.030 0.004 -0.0228
C 5.76180 -1.76120 -4.01467 0.033 0.005 0.004 -0.2913
C 0.02559 -2.72234 1.73483 0.029 0.118 -0.078 -0.6287
C 5.51923 -3.09870 -3.78798 0.001 0.038 -0.007 -0.0288
C 4.36960 -2.16149 3.29893 0.030 -0.016 -0.022 -0.0309
C 4.77542 -5.10391 -0.13583 0.053 0.049 0.070 -0.1391
C 5.12143 -0.76521 -3.30834 0.028 -0.030 -0.006 -0.0066
C -1.53592 4.12259 -1.05236 -0.007 0.031 -0.087 -0.0664
C 3.50756 -0.65995 1.13403 0.044 -0.047 -0.016 -0.1060
C 2.50543 2.99968 1.07438 -0.017 0.006 -0.002 -0.0686
C 0.04459 0.67918 2.99091 0.101 0.083 -0.048 -0.1536
C -0.61874 1.90395 2.36951 0.117 -0.076 -0.056 -0.5743
C -0.03871 4.29021 -1.18789 0.027 -0.009 0.033 -0.2896
C 1.32411 -0.53478 4.57677 0.019 0.000 0.006 -0.2814
C 3.39499 -4.90783 -0.17096 -0.092 -0.037 0.016 -0.4001
C 3.37321 -2.04919 1.08111 -0.006 0.050 0.057 -0.3225
C 2.57238 -5.98620 0.14578 0.007 -0.021 0.080 -0.1228
C 3.09918 -7.22932 0.48775 0.021 -0.001 -0.016 -0.0222
C 1.06949 -1.70554 3.86786 -0.017 0.002 -0.030 0.0754
C 4.60237 -3.44116 -2.79980 0.028 -0.111 -0.082 -0.1412
C 3.80155 -2.78001 2.19033 -0.036 0.039 -0.050 -0.1204
H 2.28411 4.91538 0.08404 -0.010 0.008 0.003 0.1127
H 0.22746 5.35671 -1.29218 -0.001 0.011 -0.006 0.1095
H 5.31039 0.27534 -3.53590 0.017 -0.002 -0.002 0.1172
H 4.41099 -4.49514 -2.61657 0.003 0.127 -0.081 0.0887
H 6.39717 -6.49284 0.22610 0.000 -0.001 0.000 0.1094
H 5.43962 -4.27816 -0.37366 -0.031 -0.058 0.059 0.1048
H 2.28727 0.25447 6.01737 -0.005 -0.041 -0.020 0.1083
H 1.46684 -2.66101 4.17858 -0.014 0.028 -0.002 0.1327
H 4.16920 1.05844 2.26406 -0.002 -0.041 0.007 0.1011
H -1.80606 3.07053 -1.10866 0.000 -0.038 0.061 0.0464
H 2.20593 1.96538 0.89622 0.000 -0.008 -0.011 0.0566
H 3.68689 -0.34039 -1.80884 -0.043 0.002 0.010 0.0788
H 0.98105 1.61852 4.65674 -0.006 -0.006 0.014 0.1285
H 2.08616 3.31894 2.03055 0.011 0.006 -0.002 0.0754
H 3.59691 3.04919 1.12081 -0.005 0.017 -0.012 0.0707
H 2.36504 3.51000 -1.01043 -0.007 0.008 0.027 0.0980
H 0.33516 3.75911 -2.07264 0.001 0.007 0.011 0.1104
H 3.13601 -0.04895 0.32581 -0.012 0.043 -0.034 0.0660
H -2.04509 4.65450 -1.86106 -0.003 0.002 0.004 0.0683
H 2.46483 -8.06714 0.74572 0.000 -0.003 -0.007 0.1109
H 1.49657 -5.85119 0.16010 -0.008 0.008 0.005 0.0927
H 6.03407 -3.84904 -4.37389 0.004 -0.001 -0.006 0.1074
H -1.87573 4.51824 -0.09466 0.003 -0.005 0.003 0.0806
H 4.69038 -2.72797 4.16384 -0.004 -0.002 0.000 0.1148
H 3.67151 -3.85278 2.21645 0.005 -0.091 -0.032 0.0956
```
Positions in Å, forces in eV/Å.

Results
frontier orbital gap	5.8	eV
E_HOMO	-1.8	eV
LUMO energy	0.1464	hartree
total charge	-2
largest force on an atom	1.18	eV/Å

=====

Q: The highest frontier orbital gap belongs to which entry?
A: C29H25BrF5IO2Y

=====

Q: total charge of number 1 (C29H25BrF5IO2Y)?
A: -1